52
Properties=species:S:1:pos:R:3 method="wB97M-V/def2-TZVPD" e_homo_ev="-10.56 / -11.01" total_charge=+1 spin_multiplicity=3 s2=2.021 gap_ev="6.544 / 7.032" lumo_ha="-0.14769 / -0.14613"
Mo 0.7245 -0.4898 -0.5791
C 1.5781 2.4322 0.3313
N 0.5069 1.4658 0.6785
C -0.8102 1.9475 0.2108
C -1.8219 0.8065 0.1922
N -1.4558 -0.2292 -0.7997
C -1.8730 0.1838 -2.1512
C -2.1697 -1.4758 -0.5309
C -3.5272 -1.4845 -0.2380
C -4.2086 -2.6765 -0.0675
C -3.5461 -3.8848 -0.2054
C -2.2013 -3.8945 -0.5190
C -1.5103 -2.6963 -0.6740
S 0.1972 -2.7391 -1.0668
C 0.4663 1.3084 2.1223
C 0.4188 2.4094 2.9711
C 0.4799 2.2436 4.3429
C 0.5738 0.9687 4.8838
C 0.5491 -0.1341 4.0569
C 0.4844 0.0307 2.6743
S 0.3263 -1.3585 1.6371
H 1.1827 3.2692 -0.2446
H 2.3503 1.9601 -0.2794
H 2.0457 2.8251 1.2330
H -0.6923 2.3525 -0.7990
H -1.1806 2.7466 0.8665
H -2.8071 1.2276 -0.0346
H -1.8564 0.3319 1.1805
H -2.9554 0.3368 -2.1958
H -1.6110 -0.6057 -2.8567
H -1.3771 1.1057 -2.4534
H -4.0697 -0.5573 -0.1474
H -5.2626 -2.6580 0.1633
H -4.0730 -4.8169 -0.0683
H -1.6613 -4.8201 -0.6455
H 0.3407 3.4064 2.5644
H 0.4557 3.1066 4.9890
H 0.6504 0.8409 5.9508
H 0.5767 -1.1323 4.4620
Br 4.8476 0.6399 -2.1258
C 5.1148 -0.3138 -0.4756
Br 3.3587 -0.9033 0.2728
H 5.5811 0.3433 0.2567
H 5.7159 -1.2052 -0.6507
N 1.8391 -1.1298 -2.9123
N 1.3924 -0.0898 -3.7426
C 1.0567 1.1189 -3.1275
O 0.8653 2.1199 -3.7728
O 0.9186 1.0073 -1.8525
H 2.8632 -1.2032 -2.9046
H 1.4544 -2.0212 -3.2335
H 1.7552 -0.0158 -4.6861